Computed, not measured: a cluster of 11 separate species, C44H84N8O22 in total at a distorted geometry, with the ωB97M-V functional and the def2-TZVPD basis.

Each atom is followed by the atoms it is bonded to, with distances in Å.
Cartesian coordinates (Å):
1 O -0.313 -0.206 2.971  C2 1.244
2 C 0.335 -0.347 1.919  O1 1.244, C3 1.425, C9 1.499
3 C 0.129 0.563 0.842  C2 1.425, C4 1.378, H11 1.080
4 C 0.749 0.496 -0.387  C3 1.378, O5 1.390, C6 1.439
5 O 0.517 1.464 -1.357  C4 1.390, H12 0.960
6 C 1.640 -0.550 -0.812  C4 1.439, O7 1.252, C8 1.438
7 O 1.991 -0.833 -1.980  C6 1.252
8 C 2.019 -1.368 0.309  C6 1.438, C9 1.382, H13 1.080
9 C 1.398 -1.335 1.542  C2 1.499, C8 1.382, O10 1.382
10 O 1.694 -2.340 2.444  C9 1.382, H14 0.960
11 H -0.545 1.391 1.005  C3 1.080
12 H 0.833 1.060 -2.169  O5 0.960
13 H 2.666 -2.180 0.010  C8 1.080
14 H 2.486 -2.804 2.163  O10 0.960
15 O -10.858 2.110 1.709  C16 1.229
16 C -9.725 2.047 1.239  O15 1.229, C17 1.479, C23 1.495
17 C -9.212 3.137 0.382  C16 1.479, C18 1.356, H25 1.080
18 C -7.923 3.189 -0.037  C17 1.356, O19 1.363, C20 1.423
19 O -7.513 4.185 -0.873  C18 1.363, H26 0.960
20 C -6.967 2.171 0.234  C18 1.423, O21 1.226, C22 1.426
21 O -5.801 2.236 -0.140  C20 1.226
22 C -7.409 1.164 1.142  C20 1.426, C23 1.319, H27 1.080
23 C -8.632 1.105 1.632  C16 1.495, C22 1.319, O24 1.376
24 O -8.937 -0.088 2.245  C23 1.376, H28 0.960
25 H -9.945 3.896 0.151  C17 1.080
26 H -6.617 4.007 -1.167  O19 0.960
27 H -6.741 0.331 1.305  C22 1.080
28 H -9.880 -0.271 2.266  O24 0.960
29 O 7.469 -11.482 2.608  C30 1.246
30 C 7.019 -10.360 2.310  O29 1.246, C31 1.444, C37 1.488
31 C 5.628 -10.164 1.976  C30 1.444, C32 1.340, H39 1.080
32 C 4.970 -9.023 1.732  C31 1.340, O33 1.371, C34 1.479
33 O 3.660 -9.123 1.341  C32 1.371, H40 0.960
34 C 5.644 -7.712 1.847  C32 1.479, O35 1.217, C36 1.477
35 O 5.030 -6.683 1.632  C34 1.217
36 C 7.088 -7.865 2.118  C34 1.477, C37 1.335, H41 1.080
37 C 7.703 -9.040 2.268  C30 1.488, C36 1.335, O38 1.349
38 O 9.035 -9.043 2.483  C37 1.349, H42 0.960
39 H 5.020 -11.051 1.878  C31 1.080
40 H 3.203 -8.552 1.963  O33 0.960
41 H 7.619 -6.929 2.023  C36 1.080
42 H 9.363 -9.869 2.846  O38 0.960
43 C -1.095 -2.320 -5.553  N44 1.468, H47 1.090, H48 1.090, H49 1.090
44 N 0.053 -2.734 -6.369  C43 1.468, O45 1.254, O46 1.266
45 O 0.921 -1.867 -6.628  N44 1.254
46 O 0.098 -3.930 -6.785  N44 1.266
47 H -1.150 -1.245 -5.726  C43 1.090
48 H -1.044 -2.539 -4.486  C43 1.090
49 H -2.042 -2.587 -6.021  C43 1.090
50 C 5.896 -3.307 6.234  N51 1.507, H54 1.090, H55 1.090, H56 1.090
51 N 6.876 -2.317 5.658  C50 1.507, O52 1.214, O53 1.192
52 O 7.966 -2.236 6.184  N51 1.214
53 O 6.582 -1.680 4.695  N51 1.192
54 H 6.342 -4.299 6.164  C50 1.090
55 H 4.913 -3.173 5.781  C50 1.090
56 H 5.812 -2.987 7.272  C50 1.090
57 C 0.214 -0.594 13.237  O58 1.438, H63 1.090, H64 1.090, H65 1.090
58 O 0.504 -0.906 11.863  C57 1.438, C59 1.455
59 C -0.553 -0.497 10.951  O58 1.455, C60 1.548, H66 1.090, H67 1.090
60 C -0.220 -1.009 9.529  C59 1.548, C61 1.572, N62 1.477, H68 1.090
61 C 1.023 -0.259 8.926  C60 1.572, H69 1.090, H70 1.090, H71 1.090
62 N -1.217 -0.651 8.500  C60 1.477, H72 1.010, H73 1.010
63 H 0.069 0.483 13.164  C57 1.090
64 H 1.068 -0.762 13.894  C57 1.090
65 H -0.716 -1.041 13.588  C57 1.090
66 H -1.438 -1.026 11.304  C59 1.090
67 H -0.843 0.541 11.117  C59 1.090
68 H 0.010 -2.073 9.594  C60 1.090
69 H 1.021 0.794 9.210  C61 1.090
70 H 1.138 -0.266 7.842  C61 1.090
71 H 2.000 -0.722 9.067  C61 1.090
72 H -1.497 0.299 8.700  N62 1.010
73 H -0.592 -0.595 7.709  N62 1.010
74 C -7.280 5.940 4.403  O75 1.411, H80 1.090, H81 1.090, H82 1.090
75 O -6.559 5.679 5.587  C74 1.411, C76 1.449
76 C -5.140 5.388 5.549  O75 1.449, C77 1.572, H83 1.090, H84 1.090
77 C -4.687 4.142 4.703  C76 1.572, C78 1.522, N79 1.389, H85 1.090
78 C -5.197 2.902 5.424  C77 1.522, H86 1.090, H87 1.090, H88 1.090
79 N -3.307 4.167 4.555  C77 1.389, H89 1.010, H90 1.010
80 H -8.265 6.354 4.618  C74 1.090
81 H -7.490 5.090 3.752  C74 1.090
82 H -6.742 6.665 3.792  C74 1.090
83 H -4.694 6.271 5.092  C76 1.090
84 H -4.680 5.301 6.533  C76 1.090
85 H -5.131 4.194 3.708  C77 1.090
86 H -6.271 2.866 5.240  C78 1.090
87 H -5.047 2.878 6.503  C78 1.090
88 H -4.721 1.995 5.051  C78 1.090
89 H -3.237 4.904 3.868  N79 1.010
90 H -3.204 3.255 4.134  N79 1.010
91 C 7.437 -1.947 -5.056  O92 1.389, H97 1.090, H98 1.090, H99 1.090
92 O 8.287 -0.897 -5.380  C91 1.389, C93 1.490
93 C 8.680 -0.781 -6.813  O92 1.490, C94 1.543, H100 1.090, H101 1.090
94 C 7.560 -0.720 -7.872  C93 1.543, C95 1.493, N96 1.441, H102 1.090
95 C 8.080 -0.673 -9.271  C94 1.493, H103 1.090, H104 1.090, H105 1.090
96 N 6.738 0.410 -7.521  C94 1.441, H106 1.010, H107 1.010
97 H 6.415 -1.585 -5.169  C91 1.090
98 H 7.585 -2.188 -4.003  C91 1.090
99 H 7.649 -2.895 -5.549  C91 1.090
100 H 9.391 0.032 -6.959  C93 1.090
101 H 9.308 -1.649 -7.013  C93 1.090
102 H 6.955 -1.613 -7.713  C94 1.090
103 H 7.248 -0.642 -9.974  C95 1.090
104 H 8.743 -1.498 -9.533  C95 1.090
105 H 8.678 0.210 -9.498  C95 1.090
106 H 5.935 0.312 -8.125  N96 1.010
107 H 6.403 0.328 -6.572  N96 1.010
108 C -0.391 -6.602 -2.687  O109 1.486, H114 1.090, H115 1.090, H116 1.090
109 O -1.569 -6.579 -3.592  C108 1.486, C110 1.377
110 C -2.091 -7.831 -3.829  O109 1.377, C111 1.581, H117 1.090, H118 1.090
111 C -3.205 -7.630 -4.934  C110 1.581, C112 1.493, N113 1.434, H119 1.090
112 C -4.346 -6.687 -4.743  C111 1.493, H120 1.090, H121 1.090, H122 1.090
113 N -3.763 -8.884 -5.350  C111 1.434, H123 1.010, H124 1.010
114 H 0.500 -7.151 -2.991  C108 1.090
115 H -0.666 -7.014 -1.716  C108 1.090
116 H 0.114 -5.642 -2.586  C108 1.090
117 H -1.305 -8.543 -4.081  C110 1.090
118 H -2.529 -8.150 -2.883  C110 1.090
119 H -2.724 -7.160 -5.792  C111 1.090
120 H -4.914 -6.460 -5.645  C112 1.090
121 H -3.960 -5.801 -4.238  C112 1.090
122 H -5.144 -7.136 -4.152  C112 1.090
123 H -4.364 -8.785 -6.155  N113 1.010
124 H -3.192 -9.709 -5.469  N113 1.010
125 C 0.823 8.048 -5.324  O126 1.443, H131 1.090, H132 1.090, H133 1.090
126 O 1.533 6.928 -5.894  C125 1.443, C127 1.421
127 C 0.786 5.740 -5.665  O126 1.421, C128 1.578, H134 1.090, H135 1.090
128 C 1.457 4.393 -6.139  C127 1.578, C129 1.559, N130 1.466, H136 1.090
129 C 2.240 4.545 -7.478  C128 1.559, H137 1.090, H138 1.090, H139 1.090
130 N 0.571 3.229 -6.233  C128 1.466, H140 1.010, H141 1.010
131 H -0.219 8.141 -5.629  C125 1.090
132 H 1.291 9.010 -5.532  C125 1.090
133 H 0.783 7.896 -4.246  C125 1.090
134 H 0.479 5.594 -4.630  C127 1.090
135 H -0.172 5.878 -6.167  C127 1.090
136 H 2.129 4.204 -5.302  C128 1.090
137 H 3.166 5.118 -7.422  C129 1.090
138 H 1.636 5.025 -8.248  C129 1.090
139 H 2.547 3.549 -7.797  C129 1.090
140 H 1.022 2.357 -6.469  N130 1.010
141 H -0.028 3.383 -7.032  N130 1.010
142 C -0.819 6.518 1.026  O143 1.495, H148 1.090, H149 1.090, H150 1.090
143 O -2.097 5.920 0.532  C142 1.495, C144 1.401
144 C -3.100 6.867 0.293  O143 1.401, C145 1.498, H151 1.090, H152 1.090
145 C -2.852 7.262 -1.131  C144 1.498, C146 1.556, N147 1.438, H153 1.090
146 C -3.808 8.397 -1.597  C145 1.556, H154 1.090, H155 1.090, H156 1.090
147 N -3.122 6.090 -1.920  C145 1.438, H157 1.010, H158 1.010
148 H -0.905 6.830 2.067  C142 1.090
149 H -0.562 7.435 0.496  C142 1.090
150 H 0.017 5.825 0.925  C142 1.090
151 H -4.092 6.443 0.446  C144 1.090
152 H -3.065 7.761 0.917  C144 1.090
153 H -1.829 7.619 -1.247  C145 1.090
154 H -3.338 9.258 -1.121  C146 1.090
155 H -4.776 8.265 -1.114  C146 1.090
156 H -3.974 8.578 -2.659  C146 1.090
157 H -2.509 5.324 -1.679  N147 1.010
158 H -3.089 6.306 -2.906  N147 1.010

Summary:
HOMO energy: -8.846 eV
Multiplicity: 1
Electronic energy: -103937.55365 eV
Total charge: 0
Kohn-Sham gap: 6.66 eV